20
Properties=species:S:1:pos:R:3:forces:R:3 method="wB97M-V/def2-TZVPD" lumo_ev=1.213 relative_energy_ev=1.1892 e_homo_ev=-8.1 smiles="C=CCCNCC"
C -3.277 0.173 0.062 0.09 -0.10 1.06
C -2.008 0.402 0.375 -0.28 0.44 -0.35
C -1.221 -0.441 1.334 0.47 -0.46 -0.23
C 0.273 -0.150 1.303 0.13 0.24 -0.15
N 0.815 -0.395 -0.009 0.44 -0.60 0.14
C 1.641 0.535 -0.725 -0.48 0.83 0.08
C 2.604 -0.143 -1.676 -0.72 -0.60 -0.67
H -3.927 0.868 -0.442 0.16 -0.01 -0.48
H -3.747 -0.667 0.562 -0.27 -0.12 -0.21
H -1.506 1.261 -0.071 0.06 -0.03 0.18
H -1.304 -1.495 1.040 -0.24 0.02 0.12
H -1.599 -0.378 2.357 -0.08 0.14 -0.04
H 0.768 -0.727 2.098 0.00 -0.10 -0.15
H 0.489 0.892 1.535 -0.21 0.23 0.12
H 0.411 -1.134 -0.559 -0.13 0.06 0.08
H 2.159 1.198 -0.026 0.19 -0.40 0.21
H 1.015 1.249 -1.292 0.11 -0.04 -0.20
H 3.374 0.532 -2.032 0.25 -0.05 0.08
H 2.985 -1.081 -1.276 0.50 0.27 0.43
H 2.054 -0.497 -2.559 0.01 0.29 -0.01

14
Properties=species:S:1:pos:R:3:forces:R:3 method="wB97M-V/def2-TZVPD" lumo_ev=0.297 relative_energy_ev=7.5932 e_homo_ev=-9.8 smiles="C=NN1C[C@H]1C(=O)O"
C -2.443 -0.847 0.615 -0.77 3.74 -1.19
N -1.542 -0.656 -0.335 -2.83 -1.49 2.80
N -0.415 -0.044 0.173 -2.94 2.65 1.07
C 0.001 1.267 -0.576 0.52 4.89 -0.17
C 0.607 -0.018 -0.707 2.48 -2.24 -5.21
C 1.781 -0.487 -0.121 6.56 -5.46 3.56
O 2.272 -1.719 -0.324 -2.50 7.70 1.51
O 2.220 0.488 0.891 2.41 -5.37 1.48
H -3.447 -1.067 0.197 0.80 -0.82 0.36
H -2.589 -0.170 1.633 1.38 -2.17 -2.22
H -0.219 1.797 -1.690 -0.71 -2.01 3.25
H 0.361 2.209 0.195 -0.82 -3.39 -2.20
H 0.544 -0.666 -1.665 -0.68 1.55 1.12
H 2.870 -0.087 1.714 -2.89 2.43 -4.16

22
Properties=species:S:1:pos:R:3:forces:R:3 method="wB97M-V/def2-TZVPD" lumo_ev="3.892 / 3.885" s_squared=0.75 relative_energy_ev=2.7030 total_charge=-1 e_homo_ev="1.3 / -6.0" spin_multiplicity=2
C 0.244 -1.521 -0.627 2.59 2.29 -0.91
C -0.319 -0.627 0.390 -2.36 -0.74 3.89
C -1.375 0.369 -0.103 1.23 0.72 -1.67
C -2.570 0.359 0.893 1.97 0.11 0.47
C -0.406 1.657 -0.263 -0.97 -0.55 -0.07
N 1.283 -2.396 -0.156 1.26 0.54 0.54
H 0.689 -0.770 -1.413 -0.25 -1.31 1.10
H -0.393 -2.091 -1.216 -2.22 -0.71 -0.69
H -0.881 -1.180 1.250 1.36 0.03 -1.60
H 0.403 -0.028 1.024 -0.10 -1.06 -0.97
H -1.653 0.181 -1.221 0.14 -0.13 1.98
H -3.561 0.276 0.541 -1.05 0.30 -0.85
H -2.407 1.269 1.452 -0.61 0.27 0.52
H -2.461 -0.492 1.603 -0.13 0.64 -0.48
H 0.583 1.166 -0.407 -1.31 0.38 -1.56
H -0.100 2.192 0.646 -1.17 0.17 0.26
H -0.776 2.354 -1.062 0.83 -0.46 0.67
H 1.167 -2.912 0.693 -0.74 0.67 1.13
H 1.293 -3.149 -0.767 0.56 -1.56 -1.88
H 2.968 1.491 0.495 1.23 -0.69 1.22
H 1.749 1.884 -0.041 -3.69 0.55 0.59
O 2.618 1.895 -0.278 3.43 0.56 -1.69